Computed, not measured: C16H19B2F4MgN5O7SSe as an isolated structure at a distorted geometry, with wB97M-V/def2-TZVPD.

Summary:
- Gap between HOMO and LUMO (spin up / spin down): 3.62 / 3.62 eV
- Electronic energy: -132533.919 eV
- Energy relative to the best compared isomer or geometry (same formula, charge and spin): 20.4 kcal per mole
- HOMO (spin up / spin down): -9.3 / -9.3 eV

```
! RIJCOSX wB97M-V def2-TZVPD def2/J DEFGRID3
* xyz 0 1
Mg -10.70 -10.79 -2.60
C -10.03 -6.76 -0.77
C -10.64 -7.99 -1.41
N -9.92 -8.75 -2.13
O -8.51 -8.71 -2.28
B -7.71 -9.40 -1.14
F -8.22 -9.06 0.07
F -6.36 -9.21 -1.24
O -7.74 -10.90 -1.45
N -8.96 -11.35 -1.35
C -9.23 -11.86 -0.17
C -8.20 -11.90 0.95
C -10.61 -12.33 0.05
N -11.44 -12.01 -0.86
O -12.72 -12.34 -0.60
B -13.57 -11.19 -0.19
F -14.91 -11.55 -0.22
F -13.17 -10.80 1.09
O -13.55 -10.09 -1.21
N -12.34 -9.66 -1.52
C -12.14 -8.31 -1.11
C -12.76 -7.24 -1.95
C -11.07 -12.84 1.42
H -8.96 -6.78 -1.09
H -10.03 -6.94 0.30
H -10.54 -5.84 -1.07
H -7.21 -11.70 0.53
H -8.27 -12.92 1.39
H -8.37 -11.21 1.78
H -13.80 -7.05 -1.65
H -12.70 -7.62 -2.99
H -12.22 -6.26 -1.96
H -11.36 -12.01 2.05
H -10.20 -13.31 1.87
H -11.89 -13.57 1.23
Se -12.50 -6.71 3.03
C -12.51 -7.24 1.33
N -12.41 -7.87 0.31
C -17.63 -11.61 -5.32
C -16.17 -11.38 -5.48
C -15.44 -11.12 -6.68
C -14.04 -11.08 -6.66
C -13.35 -11.15 -5.39
C -14.07 -11.49 -4.26
C -15.47 -11.55 -4.28
S -11.54 -11.21 -5.26
O -11.27 -12.27 -4.25
O -11.11 -11.43 -6.62
O -11.02 -9.95 -4.65
H -17.84 -12.70 -5.38
H -18.21 -11.10 -6.14
H -18.00 -11.33 -4.31
H -15.99 -10.89 -7.55
H -13.48 -10.98 -7.59
H -13.55 -11.69 -3.34
H -16.06 -11.67 -3.37
*
```

These are the Löwdin partial charges, in e, on atoms 1 to 4: 0.789, 0.019, -0.234, 0.036

=====

Computed, not measured: C16H19BF2FeGe2SSbSe4 as an isolated structure, with wB97M-V/def2-TZVPD.

Summary:
- Gap between HOMO and LUMO (spin up / spin down): 7.29 / 6.08 eV
- Electronic energy: -449188.949 eV
- <S²>: 0.761
- Energy relative to the best compared isomer or geometry (same formula, charge and spin): 0.0 kcal per mole
- HOMO (spin up / spin down): -8.5 / -8.4 eV

```
! RIJCOSX wB97M-V def2-TZVPD def2/J DEFGRID3
* xyz 0 2
Fe 2.29 -0.34 -1.33
S 4.11 1.91 0.14
C 3.27 0.82 -0.52
Se 1.29 3.65 -4.99
Sb -0.51 3.31 -3.57
Se -2.61 2.19 -4.00
Se -1.48 4.53 -1.77
Se 0.61 0.93 -2.21
F 4.64 -1.46 -2.20
B 3.91 -0.35 -2.43
F 4.40 0.50 -3.31
C 2.68 -2.06 1.34
Ge 1.00 -2.10 0.32
C -0.31 -3.03 1.45
C 1.36 -3.04 -1.39
Ge -0.15 0.09 -0.16
C 0.09 1.31 1.33
C 0.12 0.84 2.64
C 0.32 1.72 3.70
C 0.50 3.07 3.46
C 0.47 3.55 2.16
C 0.28 2.67 1.10
C -2.04 -0.31 -0.42
C -2.96 0.67 -0.07
C -4.31 0.49 -0.34
C -4.74 -0.67 -0.97
C -3.83 -1.65 -1.33
C -2.48 -1.47 -1.06
H 3.15 -3.05 1.27
H 2.45 -1.86 2.39
H 3.40 -1.31 1.01
H -0.16 -4.11 1.39
H -1.33 -2.79 1.16
H -0.15 -2.72 2.48
H 2.24 -3.67 -1.30
H 1.50 -2.39 -2.26
H 0.50 -3.67 -1.63
H -0.03 -0.21 2.85
H 0.34 1.34 4.72
H 0.65 3.75 4.29
H 0.61 4.61 1.96
H 0.27 3.06 0.09
H -2.63 1.58 0.42
H -5.02 1.26 -0.07
H -5.79 -0.81 -1.18
H -4.16 -2.55 -1.82
H -1.77 -2.23 -1.36
*
```

These are the Löwdin partial charges, in e, on atoms 1 to 4: -0.106, 0.841, -0.762, -0.033

=====

Computed, not measured: C16H19BN6ReSe as an isolated structure at a distorted geometry, with wB97M-V/def2-TZVPD.

Summary:
- Gap between HOMO and LUMO (spin up / spin down): 6.42 / 5.84 eV
- Electronic energy: -93977.438 eV
- <S²>: 3.785
- Energy relative to the best compared isomer or geometry (same formula, charge and spin): 0.0 kcal per mole
- HOMO (spin up / spin down): -14.5 / -14.8 eV

```
! RIJCOSX wB97M-V def2-TZVPD def2/J DEFGRID3
* xyz 2 4
H 1.70 -0.15 2.92
N 1.54 -1.07 1.00
B 1.72 -2.76 -0.93
N 2.11 -2.26 0.47
C 3.05 -2.70 1.31
Re 0.14 -0.24 -0.11
H 3.65 -3.56 1.02
C 3.06 -1.90 2.46
H 3.67 -2.05 3.33
C 2.09 -0.91 2.27
H 2.28 -3.80 -1.17
C -1.83 2.92 -1.29
H -2.35 3.79 -0.88
H -2.54 2.09 -1.37
H -1.41 3.14 -2.27
N 2.08 -1.63 -1.89
N 0.19 -2.95 -1.04
N 1.55 -0.35 -1.76
N -0.70 -1.92 -0.66
C 2.94 -1.67 -2.91
C -0.51 -3.96 -1.58
H 3.42 -2.62 -3.10
H 0.02 -4.82 -2.01
C 3.00 -0.41 -3.49
C -1.87 -3.68 -1.47
C 2.12 0.40 -2.75
C -1.99 -2.42 -0.87
H 3.61 -0.14 -4.33
H -2.68 -4.33 -1.76
H 1.83 1.44 -2.82
H -2.85 -1.86 -0.53
H -1.01 2.65 -0.61
Se -1.48 0.08 1.56
C -1.88 1.88 2.07
C -0.85 2.78 2.36
C -1.15 4.13 2.43
C -2.48 4.56 2.36
C -3.52 3.63 2.24
C -3.23 2.27 2.15
H 0.17 2.41 2.46
H -0.33 4.85 2.53
H -2.71 5.62 2.39
H -4.56 3.96 2.21
H -4.02 1.52 2.09
*
```

These are the Löwdin partial charges, in e, on atoms 1 to 4: 0.118, -0.170, -0.521, 0.012

=====

Molar mass
In order: 626.30, 930.87, 571.35
Unit: Da